(1)
Formula: C11H21F5IO2P2Ru
Source: the OMol25 dataset
Level of theory: ωB97M-V/def2-TZVPD

Atoms and positions in Å:
C1 -3.716 -3.053 -1.586
C2 -2.760 -2.215 -0.823
H1 -4.401 -3.519 -0.873
H2 -3.174 -3.831 -2.140
H3 -4.283 -2.427 -2.287
O1 -2.690 -2.027 0.371
I1 -1.332 -1.262 -2.288
Ru1 -0.223 -0.162 -0.239
P1 -1.829 1.522 -0.427
C3 -1.953 2.697 0.967
C4 -1.419 2.470 -1.923
H4 -2.256 3.124 -2.196
H5 -4.200 1.963 -0.480
H6 -1.211 1.774 -2.744
H7 -3.753 0.773 -1.736
H8 -0.953 3.059 1.222
H9 -0.535 3.088 -1.742
C5 -3.578 1.083 -0.700
H10 -2.591 3.552 0.697
H11 -3.878 0.268 -0.031
H12 -2.380 2.183 1.839
P2 1.062 -2.161 -0.053
C6 2.067 -2.347 1.457
C7 0.220 -3.776 -0.156
H13 1.791 -1.587 -2.292
H14 2.411 -3.181 -1.778
H15 3.166 -1.680 -1.147
C8 2.224 -2.149 -1.456
H16 -0.034 -4.022 -1.190
H17 0.896 -4.540 0.246
H18 2.674 -3.260 1.390
H19 1.401 -2.415 2.327
H20 -0.695 -3.765 0.447
H21 2.726 -1.478 1.568
C9 -0.609 -0.373 1.560
O2 -0.837 -0.498 2.701
F1 1.792 1.421 -1.623
C10 1.594 1.058 -0.294
F2 2.715 0.339 0.125
C11 1.580 2.337 0.588
F3 2.832 2.799 0.820
F4 0.890 3.347 -0.016
F5 1.016 2.130 1.818

Its total charge is +2. The LUMO energy (alpha / beta) is -7.277 / -10.955 eV. The multiplicity is 6. Its relative energy (zero: lowest compared OMol25 entry of this formula, charge and spin) is 0.0 kcal/mol. The HOMO energy (alpha / beta) is -12.919 / -17.504 eV.



(2)
Formula: C11H21FOP
Source: the OMol25 dataset
Level of theory: ωB97M-V/def2-TZVPD

Atoms and positions in Å:
C1 3.387 0.679 0.447
C2 1.879 0.816 0.741
C3 -4.008 0.276 -0.638
C4 1.598 -2.854 1.332
C5 1.108 -0.396 -1.329
C6 -0.871 2.503 1.235
C7 -1.113 1.748 -1.636
C8 2.530 -3.502 0.697
C9 -1.839 -0.254 0.614
C10 -2.951 -0.747 -0.444
C11 0.901 0.437 -0.066
O1 -3.812 1.384 -0.238
F1 -2.335 -1.129 -1.629
P1 -0.775 1.137 0.020
H1 3.347 0.069 -0.438
H2 4.063 0.267 1.165
H3 1.641 1.418 1.661
H4 -5.024 -0.047 -1.032
H5 3.677 1.670 0.254
H6 0.580 -2.849 1.053
H7 1.799 -2.109 2.121
H8 0.291 -0.429 -1.982
H9 1.312 -1.401 -1.099
H10 2.029 -0.117 -1.789
H11 -1.829 3.108 1.182
H12 -0.083 3.239 1.048
H13 -0.732 1.967 2.127
H14 -0.317 2.381 -1.979
H15 -1.967 2.330 -1.617
H16 -1.421 0.941 -2.479
H17 2.249 -4.219 -0.111
H18 3.596 -3.441 0.637
H19 -1.276 -1.245 0.730
H20 -2.173 0.128 1.539
H21 -3.464 -1.760 -0.100

Its total charge is +1. The LUMO energy is -3.221 eV. The multiplicity is 1. Its relative energy (zero: lowest compared OMol25 entry of this formula, charge and spin) is 10.4 kcal/mol. The HOMO energy is -12.950 eV.



(3)
Formula: C11H21N2
Source: the OMol25 dataset
Level of theory: ωB97M-V/def2-TZVPD

Atoms and positions in Å:
C1 -1.696 -0.126 0.751
C2 -2.910 0.444 0.352
C3 -1.610 -2.264 -0.480
C4 -1.246 -1.451 0.529
C5 -3.977 -0.324 -0.052
C6 2.335 0.745 0.202
C7 -3.059 1.937 0.453
C8 -5.275 0.198 -0.506
C9 4.269 -0.297 -1.215
C10 3.438 -1.463 0.881
C11 3.454 -0.196 0.058
N1 3.746 1.029 0.863
N2 1.913 1.551 -0.801
H1 -1.013 0.510 1.299
H2 -2.244 -1.923 -1.279
H3 -1.223 -3.265 -0.556
H4 -0.487 -1.796 1.222
H5 -3.903 -1.398 0.040
H6 -3.879 2.201 1.118
H7 -3.274 2.359 -0.527
H8 -2.149 2.395 0.828
H9 -5.244 1.255 -0.747
H10 -6.016 0.038 0.283
H11 -5.630 -0.363 -1.370
H12 5.186 -0.854 -1.036
H13 4.532 0.691 -1.592
H14 3.702 -0.817 -1.985
H15 3.073 -2.285 0.270
H16 4.440 -1.710 1.228
H17 2.775 -1.361 1.738
H18 3.840 0.920 1.867
H19 4.391 1.711 0.469
H20 2.281 1.493 -1.742
H21 1.460 2.418 -0.564

Its total charge is +1. The LUMO energy (alpha / beta) is -5.591 / -2.884 eV. The multiplicity is 1. Its relative energy (zero: lowest compared OMol25 entry of this formula, charge and spin) is 93.2 kcal/mol. The HOMO energy (alpha / beta) is -9.108 / -11.143 eV.



(4)
Formula: C11H21N2S
Source: the OMol25 dataset
Level of theory: ωB97M-V/def2-TZVPD

Atoms and positions in Å:
C1 1.164 -0.496 0.664
C2 -3.582 2.013 0.738
C3 -2.353 2.286 0.405
C4 0.190 0.537 1.292
C5 0.244 -1.628 -1.318
C6 0.955 1.369 2.289
C7 -1.038 -0.084 1.853
C8 0.474 -0.820 -2.553
C9 -0.596 -2.807 -1.560
C10 3.566 -1.789 -0.004
C11 -1.476 1.281 -0.392
N1 0.678 -1.417 -0.129
N2 -0.097 1.266 -0.054
S1 2.838 -0.471 1.028
H1 -4.056 2.850 1.290
H2 -4.192 1.098 0.458
H3 -2.043 3.151 0.844
H4 0.797 0.786 3.337
H5 0.393 2.389 2.438
H6 2.022 1.527 1.988
H7 -1.589 -0.781 1.204
H8 -1.765 0.681 2.080
H9 -0.696 -0.504 2.745
H10 -0.516 -0.724 -2.904
H11 1.024 -1.381 -3.254
H12 0.773 0.205 -2.400
H13 -0.439 -3.730 -0.925
H14 -0.434 -2.998 -2.667
H15 -1.548 -2.513 -1.495
H16 4.471 -1.579 -0.461
H17 2.755 -1.989 -0.665
H18 3.603 -2.653 0.582
H19 -1.524 1.599 -1.463
H20 -1.900 0.207 -0.458
H21 0.246 2.263 -0.050

Its total charge is +1. The LUMO energy is -3.541 eV. The multiplicity is 1. Its relative energy (zero: lowest compared OMol25 entry of this formula, charge and spin) is 62.8 kcal/mol. The HOMO energy is -12.714 eV.



Question: Which of these has the highest total charge?
Answer: C11H21F5IO2P2Ru



Copy entry 3 word for word.
Formula: C11H21N2
Source: the OMol25 dataset
Level of theory: ωB97M-V/def2-TZVPD

Atoms and positions in Å:
C1 -1.696 -0.126 0.751
C2 -2.910 0.444 0.352
C3 -1.610 -2.264 -0.480
C4 -1.246 -1.451 0.529
C5 -3.977 -0.324 -0.052
C6 2.335 0.745 0.202
C7 -3.059 1.937 0.453
C8 -5.275 0.198 -0.506
C9 4.269 -0.297 -1.215
C10 3.438 -1.463 0.881
C11 3.454 -0.196 0.058
N1 3.746 1.029 0.863
N2 1.913 1.551 -0.801
H1 -1.013 0.510 1.299
H2 -2.244 -1.923 -1.279
H3 -1.223 -3.265 -0.556
H4 -0.487 -1.796 1.222
H5 -3.903 -1.398 0.040
H6 -3.879 2.201 1.118
H7 -3.274 2.359 -0.527
H8 -2.149 2.395 0.828
H9 -5.244 1.255 -0.747
H10 -6.016 0.038 0.283
H11 -5.630 -0.363 -1.370
H12 5.186 -0.854 -1.036
H13 4.532 0.691 -1.592
H14 3.702 -0.817 -1.985
H15 3.073 -2.285 0.270
H16 4.440 -1.710 1.228
H17 2.775 -1.361 1.738
H18 3.840 0.920 1.867
H19 4.391 1.711 0.469
H20 2.281 1.493 -1.742
H21 1.460 2.418 -0.564

Its total charge is +1. The LUMO energy (alpha / beta) is -5.591 / -2.884 eV. The multiplicity is 1. Its relative energy (zero: lowest compared OMol25 entry of this formula, charge and spin) is 93.2 kcal/mol. The HOMO energy (alpha / beta) is -9.108 / -11.143 eV.



Question: Which value of multiplicity does entry 1 give?
Answer: 6



Question: multiplicity of number 4 (C11H21N2S)?
Answer: 1